Below is a structure of composition C18H10F5N2O4S2 at a distorted geometry, with properties calculated with the ωB97M-V functional and the def2-TZVPD basis.

The geometry in XYZ format:
```
41
Properties=species:S:1:pos:R:3:forces:R:3
F -3.227294 2.491192 4.460209 0.0 0.0 -0.7
C -3.284224 2.320233 3.123132 0.2 -0.2 -0.3
F -4.474908 1.754677 2.826414 0.7 0.4 0.1
F -3.222283 3.531373 2.535890 -0.2 -0.3 0.2
S -1.804019 1.230231 2.561420 0.7 -0.4 -2.0
C -1.582503 1.054446 0.772162 -5.9 -0.4 0.3
C -2.017642 -0.161798 0.054012 -0.1 1.9 1.3
C -2.065419 -0.113990 -1.354582 0.2 -0.3 -0.7
C -2.131644 -1.276389 -2.112784 0.0 0.6 0.1
C -2.218719 -2.525057 -1.485453 0.1 -0.3 -0.2
C -2.347525 -3.712598 -2.269726 -0.2 -1.5 -0.9
N -2.482101 -4.688757 -2.900308 0.3 1.5 1.0
C -2.236783 -2.597363 -0.082917 -0.1 0.6 0.6
C -2.187055 -1.425930 0.672385 -0.1 -1.3 -0.1
O -0.636788 1.960449 3.006355 -0.9 0.3 0.4
O -2.156989 -0.022731 3.188425 0.1 0.3 0.2
H -1.654076 2.011264 0.239594 -0.1 -0.6 0.4
H -2.009650 0.852080 -1.862998 0.1 -0.3 0.2
H -2.107370 -1.214328 -3.203542 -0.1 -0.1 0.3
H -2.271560 -3.581996 0.414004 -0.2 0.6 -0.3
H -2.271010 -1.512406 1.754587 0.3 0.1 -0.4
F 2.737524 3.970898 0.658231 -0.4 0.7 -0.8
C 1.641635 4.179143 -0.154874 0.7 -0.8 -0.3
F 2.059781 4.219886 -1.479827 0.0 0.5 1.2
S 0.527812 2.815420 0.082535 2.3 -0.6 -0.5
N 1.807844 1.493685 -0.193016 -0.6 1.8 0.1
C 3.104641 1.212101 -0.740148 0.4 0.7 -0.2
O 3.941095 1.988294 -1.132885 -0.6 -0.2 0.1
C 3.213837 -0.282645 -0.712940 -0.2 -0.1 0.2
C 2.068509 -0.779897 -0.105450 -1.1 -0.2 -1.1
C 1.652194 -2.106984 -0.206487 0.7 0.0 -0.2
C 2.543363 -2.947513 -0.876733 0.2 0.1 0.3
C 3.804107 -2.490587 -1.335195 0.0 0.3 0.1
C 4.165644 -1.128249 -1.286571 -0.5 -0.2 0.4
C 1.240928 0.358033 0.281819 -2.4 -1.8 2.0
O 0.185630 0.355597 0.972775 6.5 -0.9 -0.2
H 1.145579 5.116540 0.133124 0.2 -0.1 -0.3
H 0.675427 -2.430054 0.163203 0.4 0.1 -0.2
H 2.261318 -3.987955 -1.038935 0.2 0.2 0.1
H 4.501641 -3.232447 -1.726760 -0.2 0.3 -0.1
H 5.111056 -0.695869 -1.638143 -0.4 -0.5 -0.1
```
Forces are in eV/Å.

E_tot, Eh: -2398.0348
Charge: -1
LUMO, eV: 2.06
Gap between HOMO and LUMO, eV: 5.10
Highest occupied orbital energy, hartree: -0.112

Below is a structure of composition C18H11Cl5N4O2PdS, with properties calculated with the ωB97M-V functional and the def2-TZVPD basis.

The geometry in XYZ format:
```
42
Properties=species:S:1:pos:R:3:forces:R:3
Pd 0.570653 0.609358 -1.884669 -0.4 0.0 -0.2
Cl 2.937805 0.967185 -2.064929 0.4 0.2 0.0
C 2.278852 2.608033 -1.961839 0.0 0.0 0.0
C 0.909213 2.551669 -1.913844 0.1 -0.3 0.1
C 0.234088 3.747022 -1.782444 -0.1 0.1 0.0
Cl -1.489801 3.741536 -1.685198 0.1 0.0 0.0
C 0.948448 4.949492 -1.723564 0.0 0.0 0.0
Cl 0.104808 6.439992 -1.574277 0.0 0.0 0.0
C 2.346024 4.954626 -1.782074 0.0 0.0 0.0
Cl 3.220676 6.433549 -1.711439 0.0 0.0 0.0
C 3.042771 3.751159 -1.899035 0.1 0.0 0.0
Cl 4.756720 3.672810 -1.955481 0.0 0.0 0.0
O -1.452810 0.463640 -1.958418 0.0 0.1 0.0
N -1.892858 -0.744495 -1.959370 0.1 0.0 0.0
N -1.018310 -1.651023 -1.906770 0.0 -0.2 0.0
O 0.284596 -1.429877 -1.862546 -0.1 0.0 0.0
C -1.452571 -3.029925 -1.889381 0.1 0.2 0.0
C -2.803487 -3.343627 -1.948162 0.0 0.0 0.0
C -3.177428 -4.675971 -1.923740 0.0 0.0 0.0
C -2.217788 -5.677691 -1.841649 0.0 0.0 0.0
C -0.875031 -5.341564 -1.786704 0.0 0.0 0.0
C -0.480516 -4.010479 -1.810212 0.0 0.0 0.0
H -3.541459 -2.558725 -2.015506 0.0 0.0 0.0
H -4.227615 -4.931742 -1.971560 0.0 0.0 0.0
H -2.519408 -6.716474 -1.823424 0.0 0.0 0.0
H -0.121977 -6.116078 -1.725928 0.0 0.0 0.0
H 0.558996 -3.724995 -1.769109 0.0 0.0 0.0
N -0.634147 0.225188 5.661295 0.0 0.0 0.1
C 0.488819 0.695444 5.095230 -0.3 0.1 -0.4
S 1.725477 1.281737 5.992185 0.2 0.0 0.1
C 0.514499 0.665236 3.585077 0.0 0.0 0.3
C -0.525845 0.144974 2.823593 0.0 0.0 -0.1
C -0.427136 0.157814 1.439467 0.0 0.0 0.1
N 0.624326 0.643988 0.792382 0.0 0.0 0.1
C 1.618461 1.142192 1.520924 0.1 0.0 0.1
C 1.610853 1.174818 2.906247 0.1 0.0 -0.2
H -0.711678 0.302460 6.661608 0.0 0.0 0.0
H -1.461652 0.015141 5.134160 0.0 0.0 0.0
H -1.417114 -0.283880 3.259857 0.0 0.0 0.0
H -1.234182 -0.232589 0.828582 0.0 0.0 0.0
H 2.466396 1.538886 0.971244 0.0 0.0 0.0
H 2.440324 1.591178 3.459437 0.0 0.0 0.0
```
Forces are in eV/Å.

E_tot, Eh: -3888.9431
LUMO, eV: -0.60
Gap between HOMO and LUMO, eV: 8.08
Highest occupied orbital energy, hartree: -0.319

What did the first record say?
Below is a structure of composition C18H10F5N2O4S2 at a distorted geometry, with properties calculated with the ωB97M-V functional and the def2-TZVPD basis.

The geometry in XYZ format:
```
41
Properties=species:S:1:pos:R:3:forces:R:3
F -3.227294 2.491192 4.460209 0.0 0.0 -0.7
C -3.284224 2.320233 3.123132 0.2 -0.2 -0.3
F -4.474908 1.754677 2.826414 0.7 0.4 0.1
F -3.222283 3.531373 2.535890 -0.2 -0.3 0.2
S -1.804019 1.230231 2.561420 0.7 -0.4 -2.0
C -1.582503 1.054446 0.772162 -5.9 -0.4 0.3
C -2.017642 -0.161798 0.054012 -0.1 1.9 1.3
C -2.065419 -0.113990 -1.354582 0.2 -0.3 -0.7
C -2.131644 -1.276389 -2.112784 0.0 0.6 0.1
C -2.218719 -2.525057 -1.485453 0.1 -0.3 -0.2
C -2.347525 -3.712598 -2.269726 -0.2 -1.5 -0.9
N -2.482101 -4.688757 -2.900308 0.3 1.5 1.0
C -2.236783 -2.597363 -0.082917 -0.1 0.6 0.6
C -2.187055 -1.425930 0.672385 -0.1 -1.3 -0.1
O -0.636788 1.960449 3.006355 -0.9 0.3 0.4
O -2.156989 -0.022731 3.188425 0.1 0.3 0.2
H -1.654076 2.011264 0.239594 -0.1 -0.6 0.4
H -2.009650 0.852080 -1.862998 0.1 -0.3 0.2
H -2.107370 -1.214328 -3.203542 -0.1 -0.1 0.3
H -2.271560 -3.581996 0.414004 -0.2 0.6 -0.3
H -2.271010 -1.512406 1.754587 0.3 0.1 -0.4
F 2.737524 3.970898 0.658231 -0.4 0.7 -0.8
C 1.641635 4.179143 -0.154874 0.7 -0.8 -0.3
F 2.059781 4.219886 -1.479827 0.0 0.5 1.2
S 0.527812 2.815420 0.082535 2.3 -0.6 -0.5
N 1.807844 1.493685 -0.193016 -0.6 1.8 0.1
C 3.104641 1.212101 -0.740148 0.4 0.7 -0.2
O 3.941095 1.988294 -1.132885 -0.6 -0.2 0.1
C 3.213837 -0.282645 -0.712940 -0.2 -0.1 0.2
C 2.068509 -0.779897 -0.105450 -1.1 -0.2 -1.1
C 1.652194 -2.106984 -0.206487 0.7 0.0 -0.2
C 2.543363 -2.947513 -0.876733 0.2 0.1 0.3
C 3.804107 -2.490587 -1.335195 0.0 0.3 0.1
C 4.165644 -1.128249 -1.286571 -0.5 -0.2 0.4
C 1.240928 0.358033 0.281819 -2.4 -1.8 2.0
O 0.185630 0.355597 0.972775 6.5 -0.9 -0.2
H 1.145579 5.116540 0.133124 0.2 -0.1 -0.3
H 0.675427 -2.430054 0.163203 0.4 0.1 -0.2
H 2.261318 -3.987955 -1.038935 0.2 0.2 0.1
H 4.501641 -3.232447 -1.726760 -0.2 0.3 -0.1
H 5.111056 -0.695869 -1.638143 -0.4 -0.5 -0.1
```
Forces are in eV/Å.

E_tot, Eh: -2398.0348
Charge: -1
LUMO, eV: 2.06
Gap between HOMO and LUMO, eV: 5.10
Highest occupied orbital energy, hartree: -0.112